{"formula": "C40H70BrN3O9PbSSbSi4", "method": "the ωB97M-V functional and the def2-TZVPD basis", "homo_energy_ev": -4.35, "orbital_gap_ev": 5.812, "lumo_ev": 1.5, "energy_ha": -6971.05737, "charge": -1, "species": ["Pb", "C", "Si", "C", "C", "Si", "Si", "C", "C", "C", "Si", "C", "C", "C", "H", "H", "H", "H", "H", "H", "H", "H", "H", "H", "H", "H", "H", "H", "H", "H", "H", "H", "H", "H", "H", "H", "H", "H", "H", "H", "H", "O", "C", "C", "C", "C", "C", "C", "C", "O", "O", "H", "H", "H", "H", "H", "C", "C", "C", "Sb", "C", "C", "C", "C", "C", "C", "H", "H", "H", "H", "H", "H", "H", "H", "H", "H", "H", "H", "H", "H", "H", "H", "H", "H", "H", "H", "H", "Br", "C", "C", "C", "C", "C", "C", "C", "O", "O", "H", "H", "H", "H", "C", "C", "S", "O", "O", "C", "C", "N", "C", "N", "C", "C", "N", "O", "O", "C", "H", "H", "H", "H", "H", "H", "H", "H", "H", "H", "H", "H", "H"], "positions_angstrom": [[1.040, 0.430, -0.615], [-0.216, -3.928, -0.559], [-1.701, -2.873, -1.008], [-1.851, -2.842, -2.888], [-3.245, -3.741, -0.344], [-1.503, -0.696, -0.184], [-1.839, -0.846, 2.133], [-1.209, 0.713, 2.979], [-3.649, -1.023, 2.655], [-0.954, -2.341, 2.859], [-3.307, 0.551, -0.994], [-3.156, 2.326, -0.358], [-3.370, 0.567, -2.888], [-5.032, -0.055, -0.514], [-0.329, -4.942, -0.955], [-0.083, -3.998, 0.523], [0.687, -3.486, -0.985], [-1.833, -3.856, -3.297], [-1.011, -2.294, -3.319], [-2.780, -2.360, -3.205], [-3.332, -4.750, -0.761], [-4.154, -3.190, -0.597], [-3.205, -3.831, 0.745], [-1.702, 1.595, 2.558], [-0.131, 0.829, 2.833], [-1.413, 0.688, 4.054], [-4.194, -0.088, 2.510], [-3.697, -1.274, 3.719], [-4.167, -1.807, 2.097], [0.095, -2.377, 2.567], [-1.420, -3.269, 2.515], [-1.006, -2.323, 3.952], [-2.121, 2.678, -0.375], [-3.489, 2.369, 0.683], [-3.769, 3.024, -0.935], [-2.377, 0.515, -3.332], [-3.879, 1.464, -3.258], [-3.929, -0.303, -3.239], [-5.202, -0.038, 0.562], [-5.189, -1.079, -0.861], [-5.790, 0.577, -0.989], [2.486, -3.593, 1.908], [2.958, -2.879, 2.943], [3.570, -3.575, 3.988], [4.058, -2.896, 5.086], [3.949, -1.509, 5.172], [3.343, -0.821, 4.138], [2.844, -1.482, 3.017], [2.195, -0.684, 1.928], [2.047, 0.541, 2.054], [1.798, -1.333, 0.892], [2.084, -2.940, 1.281], [3.642, -4.652, 3.911], [4.529, -3.452, 5.889], [4.331, -0.979, 6.034], [3.237, 0.256, 4.165], [3.871, 5.349, 0.414], [3.126, 4.038, 0.187], [4.005, 2.834, 0.526], [1.183, 3.800, 1.156], [0.418, 5.854, 1.157], [0.255, 6.311, -0.292], [1.120, 6.916, 1.996], [1.735, 3.570, 3.248], [0.505, 3.871, 4.103], [2.963, 4.319, 3.753], [4.828, 5.326, -0.119], [4.090, 5.517, 1.470], [3.314, 6.211, 0.047], [2.865, 3.971, -0.875], [4.226, 2.776, 1.594], [4.959, 2.906, -0.007], [3.544, 1.887, 0.245], [-0.586, 5.711, 1.572], [1.221, 6.422, -0.792], [-0.247, 7.283, -0.340], [-0.341, 5.611, -0.882], [2.152, 7.074, 1.681], [1.132, 6.660, 3.055], [0.599, 7.876, 1.897], [1.936, 2.497, 3.293], [0.233, 4.929, 4.066], [0.702, 3.623, 5.152], [-0.362, 3.289, 3.787], [2.858, 5.401, 3.662], [3.869, 4.026, 3.223], [3.120, 4.096, 4.815], [1.775, -3.426, -4.473], [2.906, -3.907, -3.019], [3.348, -5.221, -2.992], [4.189, -5.640, -1.973], [4.600, -4.739, -1.002], [4.167, -3.426, -1.058], [3.299, -2.987, -2.056], [2.815, -1.556, -1.932], [1.556, -1.377, -2.105], [3.626, -0.697, -1.589], [3.029, -5.907, -3.765], [4.518, -6.671, -1.943], [5.248, -5.059, -0.197], [4.475, -2.704, -0.314], [-2.690, 4.307, -8.481], [-1.228, 4.379, -8.887], [-0.064, 3.869, -7.637], [-0.327, 4.619, -6.436], [1.237, 3.915, -8.252], [-0.410, 2.142, -7.316], [-1.482, 1.848, -6.271], [-1.042, 2.098, -4.907], [-0.177, 1.305, -4.219], [0.036, 1.765, -2.998], [-0.699, 2.899, -2.880], [-1.379, 3.117, -4.038], [-2.349, 4.133, -4.269], [-3.134, 4.000, -5.201], [-2.378, 5.052, -3.476], [0.426, 0.062, -4.764], [-3.299, 4.814, -9.230], [-2.855, 4.787, -7.518], [-3.043, 3.277, -8.418], [-0.911, 5.406, -9.079], [-0.994, 3.788, -9.773], [0.560, 1.742, -7.020], [-0.669, 1.690, -8.275], [-1.745, 0.792, -6.338], [-2.382, 2.426, -6.437], [-0.734, 3.480, -1.973], [-0.312, -0.547, -5.289], [0.838, -0.515, -3.937], [1.247, 0.281, -5.451]], "lowdin_charge": [1.159, -0.194, 0.324, -0.219, -0.220, 0.322, 0.325, -0.225, -0.227, -0.200, 0.322, -0.222, -0.213, -0.218, 0.035, 0.017, 0.010, 0.027, -0.011, 0.008, 0.024, 0.007, 0.011, 0.015, 0.003, 0.036, 0.011, 0.025, 0.015, 0.002, 0.021, 0.034, -0.010, 0.021, 0.028, -0.001, 0.029, 0.020, -0.001, 0.012, 0.028, 0.047, -0.272, -0.020, -0.098, -0.102, -0.022, -0.064, -0.603, -0.109, -0.198, 0.061, 0.112, 0.096, 0.091, 0.110, -0.151, -0.569, -0.159, 1.459, -0.584, -0.168, -0.150, -0.567, -0.160, -0.142, 0.073, 0.057, 0.046, 0.073, 0.060, 0.078, 0.018, 0.070, 0.062, 0.073, 0.046, 0.053, 0.045, 0.072, 0.045, 0.055, 0.075, 0.043, 0.054, 0.048, 0.074, 0.788, -0.596, -0.145, -0.091, -0.073, -0.017, -0.163, -0.689, -0.277, -0.013, 0.089, 0.098, 0.103, 0.123, -0.109, -0.297, 0.646, -0.288, -0.316, -0.192, -0.130, 0.047, -0.328, 0.076, -0.042, -0.172, -0.328, 0.041, 0.096, 0.001, 0.079, 0.065, 0.074, 0.107, 0.101, 0.096, 0.114, 0.131, 0.095, 0.095, 0.086, 0.037, 0.091]}